ORCA calculation (ωB97M-V with the def2-TZVPD basis set) on C22H30N2P2W as an isolated structure in a non-equilibrium geometry.

```
! RIJCOSX wB97M-V def2-TZVPD def2/J DEFGRID3
* xyz 2 3
C -1.41 3.07 -2.71
C -1.06 1.73 -2.54
C 0.17 1.27 -3.10
C 1.20 2.22 -3.43
C 0.82 3.58 -3.57
C -0.48 3.98 -3.26
C 2.51 1.72 -3.53
C 2.79 0.40 -3.12
C 1.66 -0.45 -2.83
C 1.84 -1.63 -2.03
C 3.13 -2.12 -1.88
C 4.24 -1.39 -2.34
C 4.09 -0.13 -2.92
H -2.40 3.40 -2.39
H 1.58 4.31 -3.88
H -0.78 5.02 -3.37
H 3.33 2.38 -3.83
H 3.26 -3.09 -1.39
H 5.24 -1.81 -2.19
H 4.95 0.49 -3.18
N 0.44 -0.04 -3.24
W -0.41 -0.25 1.69
C -1.88 0.75 -1.70
H -1.56 -0.26 -1.97
H -2.94 0.84 -1.97
C 0.63 -2.25 -1.34
H -0.26 -1.81 -1.81
H 0.61 -3.33 -1.55
P -1.79 0.84 0.18
P 0.36 -2.07 0.52
C 1.71 -3.06 1.22
H 1.71 -2.93 2.31
H 1.54 -4.12 0.98
H 2.67 -2.70 0.82
C -1.09 -3.20 0.60
H -0.70 -4.23 0.51
H -1.60 -3.09 1.57
H -1.80 -3.00 -0.22
C -2.28 2.52 0.60
H -3.33 2.67 0.31
H -2.20 2.66 1.69
H -1.63 3.25 0.10
C -3.25 -0.18 0.58
H -3.29 -0.39 1.66
H -4.11 0.44 0.28
H -3.26 -1.12 0.00
H 1.15 -0.16 1.68
H 0.14 0.48 0.30
C -0.22 0.42 6.62
C -1.53 -0.15 6.03
C -1.54 -0.17 4.59
N -1.18 -0.27 3.48
H 0.64 -0.16 6.29
H -0.27 0.39 7.71
H -0.06 1.46 6.31
H -1.72 -1.18 6.36
H -2.39 0.46 6.32
*
```

HOMO (alpha / beta): -12.620 / -12.645 eV
LUMO energy (alpha / beta): -7.68 / -7.93 eV
HOMO-LUMO gap (alpha / beta): 4.94 / 4.71 eV

Partial atomic charges computed with the natural (NBO) method, in multiples of e: C -0.15; C -0.12; C 0.29; C -0.15; C -0.13; C -0.23; C -0.04; C -0.15; C 0.30; C -0.10; C -0.15; C -0.23; C -0.13; H 0.22; H 0.24; H 0.24; H 0.23; H 0.22; H 0.24; H 0.24; N -0.52; W 0.44; C -0.71; H 0.27; H 0.27; C -0.70; H 0.26; H 0.26; P 1.16; P 1.09; C -0.95; H 0.25; H 0.27; H 0.28; C -0.95; H 0.27; H 0.24; H 0.26; C -0.96; H 0.27; H 0.25; H 0.29; C -0.97; H 0.24; H 0.28; H 0.27; H 0.00; H -0.04; C -0.59; C -0.56; C 0.70; N -0.65; H 0.23; H 0.27; H 0.24; H 0.30; H 0.30